Computed, not measured: C41H10BrF19GeO5PRbS as an isolated structure in a non-equilibrium geometry, with ωB97M-V with the def2-TZVPD basis set.

Values from the calculation:
2S+1: 1
electronic energy: -9256.7026 Eh
total charge: -2
ΔE to the lowest compared entry with this formula, charge and spin: 18.9 kcal per mole
lowest unoccupied orbital energy: 0.1219 Eh

Last column: Mulliken charge in e.
Cartesian coordinates (Å):
Rb 0.59 -0.15 -0.18  0.91
F -4.20 6.45 1.05  -0.31
C -3.80 5.29 0.52  0.58
C -4.39 4.81 -0.63  0.19
F -5.37 5.51 -1.22  -0.31
C -3.97 3.60 -1.16  0.26
F -4.62 3.18 -2.26  -0.42
C -2.95 2.85 -0.59  0.30
P -2.35 1.24 -1.29  0.43
C -3.76 0.16 -0.86  0.64
C -5.02 0.16 -1.47  0.09
C -6.01 -0.70 -1.01  -0.68
C -5.75 -1.55 0.06  -0.40
C -4.51 -1.57 0.66  -0.64
C -3.51 -0.72 0.19  -0.63
C -2.47 1.48 -3.10  0.65
C -2.73 0.37 -3.90  -1.02
C -2.62 0.45 -5.28  -0.80
C -2.24 1.64 -5.88  -0.50
C -1.98 2.75 -5.09  -0.68
C -2.08 2.67 -3.71  -0.62
C -2.39 3.34 0.59  -0.07
Br -1.12 2.38 1.59  -0.05
C -2.80 4.54 1.14  0.16
F -2.27 5.03 2.26  -0.34
H -5.22 0.82 -2.30  0.40
H -6.98 -0.70 -1.49  0.38
H -6.53 -2.22 0.41  0.37
H -4.28 -2.24 1.48  0.56
H -2.52 -0.79 0.63  0.27
H -3.01 -0.57 -3.44  0.47
H -2.82 -0.43 -5.88  0.40
H -2.14 1.70 -6.96  0.39
H -1.67 3.68 -5.55  0.50
H -1.81 3.53 -3.11  0.48
O 0.35 -2.52 5.66  -0.71
C 0.48 -2.18 4.49  0.24
C -0.60 -2.06 3.47  0.40
O -1.81 -2.14 3.66  -0.76
C 0.07 -1.89 2.18  0.78
C 1.46 -1.54 2.40  0.45
O 2.26 -1.11 1.52  -0.92
C 1.78 -1.81 3.82  0.33
O 2.87 -1.73 4.36  -0.76
O -0.52 -1.96 1.06  -1.02
F 3.17 1.88 -6.78  -0.41
C 2.23 0.96 -6.48  0.65
C 1.63 0.96 -5.24  0.13
C 0.69 -0.03 -5.01  0.00
F 0.07 -0.15 -3.84  -0.16
C 0.35 -0.96 -5.98  -0.08
F -0.57 -1.90 -5.74  -0.38
C 0.97 -0.92 -7.22  0.74
F 0.66 -1.82 -8.16  -0.34
C 1.93 0.04 -7.47  0.13
F 2.54 0.08 -8.67  -0.34
Ge 2.13 2.34 -3.89  0.18
S 1.10 2.38 -2.07  -0.55
C 1.97 4.09 -4.83  -0.37
C 2.40 5.23 -4.16  0.51
F 3.04 5.12 -2.99  -0.32
C 2.18 6.51 -4.63  0.07
F 2.62 7.58 -3.95  -0.31
C 1.51 6.69 -5.82  0.74
F 1.29 7.93 -6.30  -0.33
C 1.06 5.59 -6.52  0.10
F 0.40 5.76 -7.68  -0.33
C 1.29 4.32 -6.02  0.40
F 0.81 3.30 -6.76  -0.33
C 4.07 1.89 -3.77  -0.22
C 4.37 0.68 -3.16  0.24
F 3.38 -0.11 -2.71  -0.21
C 5.66 0.21 -2.99  -0.23
F 5.91 -0.96 -2.40  -0.29
C 6.71 0.98 -3.47  0.76
F 7.98 0.55 -3.32  -0.32
C 6.46 2.18 -4.11  -0.02
F 7.48 2.91 -4.58  -0.32
C 5.15 2.60 -4.25  0.56
F 4.98 3.76 -4.93  -0.34